1.
Here is a structure of composition C8H18Br4HgN from the Open Molecules 2025 dataset. Energies are from ωB97M-V/def2-TZVPD.

Each line ends with the Löwdin charge.
Cartesian coordinates (Å):
Hg -1.761 4.003 -2.209  0.083
C 1.289 1.568 -2.200  -0.117
C 0.847 0.218 -1.599  -0.238
C 0.624 0.318 -0.106  -0.133
N -0.039 -0.893 0.620  -0.201
C -1.269 -1.508 -0.061  -0.001
C 1.050 -2.009 0.780  -0.093
C 1.099 -2.433 2.257  -0.163
C -0.157 -1.833 2.871  -0.169
C -0.406 -0.548 2.112  -0.066
H 1.459 1.557 -3.277  0.058
H 2.268 1.779 -1.769  0.069
H 0.760 2.432 -1.797  0.002
H 1.665 -0.498 -1.684  0.096
H -0.011 -0.157 -2.156  0.091
H -0.107 1.111 0.050  0.100
H 1.462 0.483 0.571  0.133
H -1.159 -1.781 -1.110  0.100
H -2.129 -0.845 0.041  0.045
H -1.377 -2.450 0.477  0.090
H 0.772 -2.922 0.253  0.119
H 2.013 -1.709 0.367  0.122
H 1.178 -3.514 2.373  0.115
H 1.957 -2.004 2.775  0.113
H -0.978 -2.550 2.849  0.116
H 0.109 -1.628 3.908  0.118
H -1.462 -0.281 2.100  0.130
H 0.063 0.396 2.392  0.139
Br -4.189 5.362 -2.579  -0.487
Br -2.844 1.570 -1.584  -0.331
Br -0.433 3.840 -4.608  -0.397
Br -0.295 4.928 -0.057  -0.446

## Properties
LUMO level	1.4	eV
charge	-1
HOMO level	-4.65	eV
Kohn-Sham gap	6.043	eV

2.
Here is a structure of composition C28H34Br2N6OPt from the Open Molecules 2025 dataset. Energies are from ωB97M-V/def2-TZVPD.

Each line ends with the Löwdin spin population.
Cartesian coordinates (Å):
Pt 0.153 -0.191 -0.118  1.465
N -1.857 -0.934 2.625  -0.001
C -0.636 -0.582 3.039  0.009
N -0.413 -0.551 4.339  0.008
C 0.842 -0.296 4.708  0.000
N 1.112 -0.212 6.005  -0.001
N 1.882 -0.128 3.849  0.004
C 1.555 -0.147 2.589  0.008
N 0.316 -0.316 2.106  0.118
C 2.653 0.004 1.590  0.008
C 3.977 0.063 1.986  0.003
C 4.962 0.156 1.015  -0.003
C 4.594 0.186 -0.321  0.005
C 3.250 0.128 -0.640  0.010
N 2.303 0.041 0.297  0.107
H -2.560 -1.146 3.314  0.000
H -2.076 -0.997 1.651  0.000
H 0.382 -0.357 6.680  0.000
H 2.056 -0.046 6.306  0.000
H 4.206 0.033 3.041  0.001
H 6.006 0.209 1.298  0.000
H 5.331 0.262 -1.109  0.001
H 2.917 0.170 -1.670  0.002
Br -0.149 -0.175 -2.996  0.083
C -2.061 -0.029 -2.811  0.007
Br -2.540 0.123 -0.942  0.078
H -2.525 -0.918 -3.214  0.001
H -2.385 0.874 -3.310  0.001
C 0.116 2.968 3.126  0.009
C -1.062 3.597 2.368  0.013
C -2.196 2.606 2.103  0.006
C -0.541 4.304 1.139  0.147
C -0.505 5.671 1.160  0.004
C -0.001 6.413 0.087  0.240
C 0.483 5.761 -1.052  0.006
C 0.496 4.398 -1.156  0.143
C 0.975 3.796 -2.458  0.012
C -0.226 3.209 -3.215  0.009
C 2.144 2.820 -2.306  0.006
C -0.024 3.587 -0.041  0.124
O -0.051 2.324 -0.098  0.313
H -0.238 2.460 4.027  0.001
H 0.836 3.731 3.425  0.000
H 0.629 2.250 2.487  0.000
H -1.477 4.376 3.008  0.000
H -1.843 1.755 1.529  0.000
H -3.011 3.083 1.553  0.000
H -2.596 2.246 3.055  0.000
H -0.885 6.195 2.030  -0.003
H 0.009 7.494 0.136  0.012
H 0.860 6.355 -1.879  -0.003
H 1.350 4.629 -3.054  0.000
H -0.732 2.464 -2.598  0.000
H 0.096 2.747 -4.152  0.001
H -0.945 3.995 -3.452  0.000
H 1.844 1.943 -1.743  0.000
H 2.977 3.296 -1.783  0.000
H 2.497 2.507 -3.294  0.001
C -0.007 -2.494 0.047  0.239
C 0.383 -3.024 -1.192  0.172
C 1.773 -3.127 -1.558  0.145
C 2.135 -3.620 -2.776  0.015
C 1.148 -4.053 -3.686  0.267
C -0.221 -3.993 -3.345  0.019
C -0.600 -3.483 -2.141  0.143
H 0.710 -2.600 0.859  0.017
H -1.038 -2.684 0.330  0.013
H 2.525 -2.839 -0.834  0.004
H 3.182 -3.705 -3.041  -0.003
H 1.443 -4.452 -4.648  0.013
H -0.964 -4.366 -4.039  -0.003
H -1.648 -3.450 -1.862  0.004

## Properties
LUMO level (spin up / spin down)	-5.8 / -8.6	eV
charge	+2
HOMO level (spin up / spin down)	-12.86 / -14.07	eV
<S²>	6.06
Kohn-Sham gap (spin up / spin down)	7.105 / 5.490	eV
2S+1	5

3.
Here is the molecule C3H7NO from the Open Molecules 2025 dataset. Energies are from ωB97M-V/def2-TZVPD.

Each line ends with the Löwdin charge.
Cartesian coordinates (Å):
C -1.527 0.150 -0.742  -0.088
O -1.108 -1.209 -0.635  -0.166
C 0.040 -1.675 -0.159  -0.157
N 0.965 -0.830 0.346  -0.068
C 1.169 0.605 0.646  -0.090
H -1.584 0.639 0.234  0.080
H -0.874 0.712 -1.416  0.086
H -2.529 0.097 -1.175  0.089
H 1.694 -1.437 0.685  0.087
H 2.144 0.716 1.134  0.080
H 1.190 1.230 -0.253  0.075
H 0.418 1.002 1.336  0.073

## Properties
LUMO level	0.8	eV
HOMO level	-8.16	eV
Kohn-Sham gap	8.957	eV

Number 1: energy -294427.150 eV, maximum force 2.48 eV/Å. Number 2: energy -183892.543 eV, maximum force 0.62 eV/Å. Number 3: energy -6759.549 eV, maximum force 0.49 eV/Å.